7
Properties=species:S:1:pos:R:3:forces:R:3:mulliken_charge:R:1 method="wB97M-V/def2-TZVPD" homo_ev=-12.2 total_charge=0 lumo_ev=-0.801 total_energy_ev=-23448.491 e_above_lowest_kj_mol=144.77 gap_ha=0.4199
C -0.758 0.259 -0.393 -4.07 -0.94 -0.19 0.757
O -1.517 1.074 0.004 1.09 -0.35 -0.34 -0.402
O 0.466 0.313 -0.793 2.70 0.29 -0.32 -0.292
O 0.413 -0.965 1.230 1.19 -0.15 1.21 -0.397
F -1.179 -1.038 -0.621 -0.50 0.69 -0.03 -0.238
F 2.284 0.729 0.563 -0.78 -1.87 0.36 -0.241
S 1.407 -0.668 0.259 0.37 2.33 -0.68 0.813